# 1
Density functional theory data (ωB97M-V/def2-TZVPD) for a 9-piece molecular cluster, C20H60ClN4O12 overall.

For the largest force on an atom, the calculation gives 4.2 eV Å⁻¹. Its multiplicity is 1. As for the net charge: -1.

Cartesian coordinates (Å):
Cl1 -1.0889 -0.3928 0.2964
O1 -0.4582 0.6550 0.9666
O2 -2.5053 -0.1359 0.2133
O3 -0.5446 -0.6587 -1.0025
O4 -0.7352 -1.5092 1.1563
O5 -0.2480 -3.9083 2.8139
H1 -0.6408 -4.5975 2.2782
H2 -0.2915 -3.1245 2.2662
O6 -2.0471 0.8269 3.6131
H3 -1.7219 0.9959 2.7288
H4 -1.6830 -0.0279 3.8434
C1 -4.7402 -5.0012 -0.7562
C2 -3.6011 -3.9422 -0.8507
C3 -3.8947 -2.6808 -1.7305
O7 -4.8967 -1.8935 -1.1721
C4 -5.1668 -0.8049 -2.0657
N1 -3.2683 -3.5149 0.5202
H5 -5.7099 -4.5290 -0.5988
H6 -4.5202 -5.6758 0.0711
H7 -4.8933 -5.5644 -1.6768
H8 -2.6995 -4.3622 -1.2964
H9 -4.1875 -3.0256 -2.7222
H10 -3.0320 -2.0167 -1.7836
H11 -4.2933 -0.2544 -2.4150
H12 -5.6093 -0.0888 -1.3733
H13 -5.8311 -1.0617 -2.8909
H14 -4.0672 -3.6628 1.1202
H15 -3.1848 -2.5127 0.4265
C5 4.8946 -3.9484 1.7635
C6 3.4373 -3.4989 1.8466
C7 3.0919 -2.2250 1.0821
O8 3.8625 -1.0616 1.3612
C8 3.1792 0.0704 0.8185
N2 2.6264 -4.6434 1.5032
H16 5.4778 -3.3531 2.4661
H17 5.3922 -3.7908 0.8066
H18 5.0317 -5.0085 1.9764
H19 3.2676 -3.2753 2.8999
H20 2.0259 -2.0322 1.2031
H21 3.1308 -2.4901 0.0255
H22 3.0656 -0.0226 -0.2615
H23 3.8348 0.9299 0.9581
H24 2.2221 0.1862 1.3272
H25 1.6606 -4.5302 1.7760
H26 2.8848 -5.4183 2.0972
C9 0.7898 2.9117 3.5782
C10 -0.3154 3.8070 4.0561
C11 -1.2268 4.2641 2.9534
O9 -2.3468 4.9237 3.4923
C12 -3.2191 5.4685 2.5264
N3 -0.9597 3.1775 5.1402
H27 0.4630 2.0801 2.9540
H28 1.4124 2.4647 4.3533
H29 1.4627 3.4091 2.8797
H30 0.1471 4.6749 4.5261
H31 -1.5068 3.3838 2.3749
H32 -0.7112 4.9451 2.2763
H33 -4.2288 5.5396 2.9309
H34 -3.3070 4.8905 1.6065
H35 -2.9918 6.4361 2.0791
H36 -1.8474 3.6367 5.2857
H37 -1.1941 2.3170 4.6662
C13 1.8916 3.2715 -0.5012
C14 2.4919 3.2817 -1.9181
C15 2.8206 1.8244 -2.3883
O10 3.3554 1.7430 -3.7251
C16 4.1764 0.5689 -3.9175
N4 1.5619 3.8879 -2.8619
H38 1.1137 2.5093 -0.4572
H39 1.3315 4.1766 -0.2667
H40 2.5788 3.1301 0.3331
H41 3.3791 3.9148 -1.9100
H42 1.9860 1.1331 -2.2713
H43 3.5600 1.4621 -1.6741
H44 3.5930 -0.3061 -3.6309
H45 5.0899 0.7383 -3.3474
H46 4.4024 0.5556 -4.9838
H47 1.7606 3.5025 -3.7740
H48 0.6572 3.4734 -2.6894
C17 -1.8155 3.5439 -0.9525
C18 -1.9370 2.8268 -2.3360
O11 -0.7792 2.2264 -2.7200
H49 -2.8003 3.6850 -0.5071
H50 -1.1985 4.4420 -0.9824
H51 -1.3655 2.8242 -0.2687
H52 -2.1381 3.6008 -3.0766
H53 -2.7040 2.0537 -2.3829
H54 -0.9047 1.2763 -2.6631
C19 1.1845 -3.4259 -3.3531
C20 1.8974 -2.4228 -2.4322
O12 3.2613 -2.7226 -2.5328
H55 0.2015 -3.0503 -3.6372
H56 1.0228 -4.3494 -2.7971
H57 1.6872 -3.6420 -4.2959
H58 1.5823 -2.4612 -1.3894
H59 1.7835 -1.4351 -2.8788
H60 3.3270 -3.5862 -2.1188

---

# 2
Density functional theory data (ωB97M-V/def2-TZVPD) for a 11-piece molecular cluster, C25H56Cl16O9S3 overall.

For the largest force on an atom, the calculation gives 2.9 eV Å⁻¹. Its multiplicity is 1. As for the net charge: 0.

Cartesian coordinates (Å):
Cl1 1.5533 -0.0685 5.8062
C1 2.3200 -0.5901 4.3048
C2 3.3332 0.3743 3.6366
Cl2 2.4743 1.6192 2.6904
H1 1.5265 -0.7326 3.5338
H2 2.8252 -1.5044 4.6159
H3 3.9259 -0.2066 2.9589
H4 4.0502 0.8886 4.2556
Cl3 3.9220 -6.0230 -3.8163
C3 3.8912 -6.3506 -2.0863
C4 4.1849 -5.0403 -1.3217
Cl4 5.8878 -4.4713 -1.6620
H5 4.6889 -7.0919 -1.9466
H6 2.9810 -6.8511 -1.7648
H7 4.1214 -5.2164 -0.2356
H8 3.5135 -4.2466 -1.7343
Cl5 6.8894 -0.8465 0.5321
C5 7.6531 -1.2071 -1.0350
C6 8.5730 -2.5039 -0.8561
Cl6 9.0543 -3.2745 -2.4148
H9 8.1571 -0.2738 -1.3632
H10 6.8822 -1.4910 -1.7808
H11 8.0291 -3.2771 -0.3171
H12 9.4334 -2.2770 -0.2468
Cl7 -0.0993 -0.4323 -5.4982
C7 -1.0288 -1.9024 -5.0267
C8 -2.4370 -1.9386 -5.5214
Cl8 -3.4683 -0.6924 -4.7730
H13 -1.1269 -2.0408 -3.9442
H14 -0.4215 -2.7304 -5.4497
H15 -2.8306 -2.8834 -5.2471
H16 -2.4057 -1.8031 -6.5958
Cl9 -6.8971 4.5785 -0.3816
C9 -6.3436 3.0500 0.3754
C10 -5.2789 2.3919 -0.5325
Cl10 -3.9278 3.4310 -0.9837
H17 -7.2627 2.3994 0.6045
H18 -5.8265 3.4133 1.2605
H19 -5.6215 2.1255 -1.4945
H20 -4.7749 1.5361 -0.0543
Cl11 2.9460 -2.0484 -4.2950
C11 3.8135 -1.7033 -5.8051
C12 4.0613 -0.2237 -5.8229
Cl12 4.8897 0.4867 -4.4447
H21 3.1422 -2.0245 -6.6308
H22 4.7383 -2.3015 -5.9043
H23 3.1185 0.3371 -5.9996
H24 4.6614 -0.0288 -6.7114
Cl13 1.4666 -5.9223 1.9351
C13 0.2030 -4.9884 1.1273
C14 0.1135 -5.5305 -0.2883
Cl14 -1.4536 -4.8643 -1.0027
H25 0.4997 -3.9232 1.2325
H26 -0.6887 -5.0756 1.7632
H27 -0.0033 -6.5756 -0.2773
H28 0.9797 -5.3632 -0.9312
Cl15 -2.9850 -0.6436 -0.5629
C15 -4.5821 -1.0384 -0.9323
C16 -4.9412 -2.4513 -0.5709
Cl16 -4.7121 -2.9318 1.1140
H29 -4.4889 -1.0354 -2.0115
H30 -5.2851 -0.3218 -0.5908
H31 -4.3189 -3.1478 -1.2175
H32 -5.9607 -2.7089 -0.8193
O1 -3.0611 6.8071 4.3714
S1 -2.4883 6.9540 3.0693
O2 -1.4147 7.9175 2.8093
O3 -1.9760 5.4295 2.7581
C17 -1.1436 5.2373 1.5737
C18 -0.4993 3.9237 1.7208
C19 -3.7309 7.2985 1.8237
H33 -0.4194 6.0569 1.5628
H34 -1.7313 5.3860 0.6427
H35 -1.2620 3.1047 1.6995
H36 -0.0689 3.7769 2.6947
H37 0.2017 3.8826 0.9183
H38 -3.1378 7.0970 0.9659
H39 -4.1769 8.3314 1.9301
H40 -4.4664 6.5511 1.9830
O4 1.9021 -1.8573 1.3311
S2 1.9129 -1.6098 -0.0774
O5 1.5126 -2.6852 -0.9256
O6 0.9909 -0.3327 -0.3195
C20 0.4039 -0.2201 -1.6483
C21 -0.1782 1.2171 -1.5795
C22 3.5462 -1.0823 -0.5572
H41 -0.3010 -1.0360 -1.8663
H42 1.1950 -0.3821 -2.3907
H43 -0.9725 1.2011 -0.8499
H44 -0.5971 1.4765 -2.5896
H45 0.5616 1.9744 -1.1939
H46 3.5783 -0.9025 -1.5969
H47 4.3290 -1.9079 -0.3603
H48 3.7691 -0.2315 0.0404
O7 -4.4991 3.4989 2.8191
S3 -4.7963 2.9657 4.1156
O8 -6.1186 2.8032 4.6204
O9 -4.1063 1.4695 4.2054
C23 -2.7903 1.2542 3.5957
C24 -1.5842 0.9883 4.5177
C25 -3.7408 3.9405 5.1717
H49 -2.5579 2.2134 3.1433
H50 -3.0040 0.5108 2.8181
H51 -1.6857 0.1630 5.2765
H52 -1.3229 1.8630 5.1145
H53 -0.7512 0.7317 3.9377
H54 -4.0461 3.6970 6.1578
H55 -3.8915 4.9796 4.8448
H56 -2.7169 3.7335 4.8773

---

| no. | DFT total energy (eV) | highest occupied orbital energy (Eh) | gap between HOMO and LUMO (Ha) |
| --- | --- | --- | --- |
| 1 | -64757.74877 | -0.24292 | 0.339 |
| 2 | -278124.29520 | -0.38307 | 0.391 |